{
  "formula": "C47H39BrCaN5O4S2SbSe4",
  "method": "ωB97M-V/def2-TZVPD",
  "charge": -2,
  "elements": ["Ca", "Br", "C", "C", "C", "C", "O", "C", "C", "N", "C", "C", "C", "C", "C", "C", "C", "C", "N", "C", "C", "H", "H", "H", "H", "H", "H", "H", "H", "H", "H", "C", "C", "C", "C", "C", "C", "C", "C", "S", "C", "N", "C", "C", "C", "C", "C", "C", "C", "C", "H", "H", "H", "H", "H", "H", "H", "H", "H", "H", "H", "H", "H", "H", "H", "H", "N", "C", "N", "C", "C", "C", "C", "C", "C", "H", "H", "H", "H", "H", "H", "C", "C", "C", "C", "C", "C", "C", "S", "O", "O", "O", "H", "H", "H", "H", "H", "H", "H", "Se", "Sb", "Se", "Se", "Se"],
  "positions_angstrom": [[0.62, 1.11, 0.62], [-1.00, -6.15, -2.42], [-0.57, -4.42, -1.73], [-0.65, -4.20, -0.36], [-0.32, -2.96, 0.13], [0.10, -1.89, -0.71], [0.52, -0.82, -0.16], [0.07, -2.13, -2.13], [0.29, -1.11, -3.14], [0.24, 0.15, -2.93], [0.57, 1.07, -3.91], [1.62, 0.86, -4.79], [2.03, 1.86, -5.69], [1.46, 3.10, -5.66], [0.39, 3.36, -4.77], [-0.23, 4.62, -4.69], [-1.27, 4.81, -3.82], [-1.69, 3.72, -3.05], [-1.14, 2.54, -3.09], [-0.09, 2.34, -3.91], [-0.23, -3.42, -2.60], [-0.96, -5.00, 0.30], [-0.33, -2.77, 1.19], [0.43, -1.48, -4.16], [2.19, -0.06, -4.74], [2.88, 1.66, -6.32], [1.83, 3.90, -6.29], [0.13, 5.43, -5.32], [-1.77, 5.77, -3.73], [-2.53, 3.83, -2.36], [-0.21, -3.59, -3.67], [-5.43, -2.31, -1.84], [-4.44, -1.33, -2.47], [-5.09, -0.64, -3.67], [-3.24, -2.15, -2.96], [-4.00, -0.26, -1.47], [-4.95, 0.30, -0.60], [-4.63, 1.30, 0.29], [-3.33, 1.77, 0.31], [-2.65, 3.01, 1.30], [-1.08, 2.65, 0.55], [-1.11, 1.78, -0.39], [-2.35, 1.22, -0.54], [-2.69, 0.20, -1.42], [0.09, 3.41, 0.94], [0.01, 4.33, 1.99], [1.13, 5.04, 2.38], [2.33, 4.87, 1.70], [2.40, 3.96, 0.66], [1.30, 3.21, 0.26], [-5.60, -3.16, -2.51], [-6.40, -1.84, -1.65], [-5.04, -2.69, -0.89], [-5.44, -1.38, -4.39], [-4.38, 0.02, -4.17], [-5.94, -0.03, -3.36], [-3.56, -3.00, -3.56], [-2.68, -2.52, -2.10], [-2.56, -1.54, -3.56], [-5.98, -0.06, -0.63], [-5.38, 1.71, 0.96], [-1.91, -0.20, -2.05], [-0.92, 4.43, 2.54], [1.07, 5.70, 3.24], [3.22, 5.41, 2.01], [3.36, 3.80, 0.16], [3.88, -3.45, 1.14], [2.52, -3.35, 1.27], [2.14, -2.38, 2.04], [3.31, -1.73, 2.41], [3.49, -0.60, 3.20], [4.78, -0.13, 3.35], [5.87, -0.78, 2.77], [5.71, -1.94, 2.03], [4.41, -2.39, 1.84], [4.38, -3.96, 0.43], [1.84, -4.04, 0.79], [2.65, -0.10, 3.66], [4.95, 0.77, 3.93], [6.86, -0.36, 2.85], [6.56, -2.41, 1.56], [-0.08, -3.10, 7.22], [-0.19, -2.04, 6.15], [0.43, -0.80, 6.30], [0.38, 0.14, 5.29], [-0.29, -0.16, 4.12], [-0.98, -1.35, 3.99], [-0.92, -2.29, 5.00], [-0.40, 1.07, 2.83], [-1.09, 2.15, 3.48], [-1.07, 0.39, 1.74], [0.99, 1.39, 2.50], [0.43, -2.71, 8.11], [0.50, -3.95, 6.85], [-1.06, -3.46, 7.51], [0.96, -0.58, 7.22], [0.86, 1.11, 5.39], [-1.55, -1.52, 3.08], [-1.45, -3.23, 4.89], [6.02, 0.98, -3.29], [5.24, 0.49, -1.04], [7.38, -0.50, -0.38], [3.35, -1.06, -1.16], [2.72, 0.78, -0.22]],
  "lowdin_charge": [0.95, 0.64, -0.72, -0.15, -0.04, -0.38, -0.35, -0.16, -0.13, 0.13, -0.19, -0.01, -0.08, -0.06, -0.16, -0.03, -0.07, -0.14, 0.14, -0.14, -0.13, 0.10, 0.10, 0.13, 0.11, 0.10, 0.10, 0.11, 0.09, 0.11, 0.10, -0.06, -0.55, -0.05, -0.05, -0.16, -0.05, -0.09, -0.45, 1.14, -0.60, -0.02, -0.28, 0.07, -0.37, -0.08, -0.10, -0.10, -0.15, -0.24, 0.08, 0.07, 0.09, 0.08, 0.09, 0.08, 0.09, 0.08, 0.08, 0.10, 0.10, 0.09, 0.07, 0.09, 0.09, 0.08, 0.09, -0.21, 0.15, -0.26, -0.03, -0.10, -0.15, -0.12, -0.25, 0.15, 0.11, 0.09, 0.10, 0.08, 0.05, -0.06, -0.28, -0.04, -0.06, -0.24, -0.04, -0.04, 0.46, -0.32, -0.37, -0.44, 0.07, 0.08, 0.07, 0.10, 0.12, 0.11, 0.11, -0.28, 0.04, -0.13, 0.13, 0.23]
}



{
  "formula": "C9H17BN2",
  "method": "ωB97M-V/def2-TZVPD",
  "smiles": "CN(C)B(C1C=CC=C1)N(C)C",
  "elements": ["C", "N", "C", "B", "C", "C", "C", "C", "C", "N", "C", "C", "H", "H", "H", "H", "H", "H", "H", "H", "H", "H", "H", "H", "H", "H", "H", "H", "H"],
  "positions_angstrom": [[1.26, -0.14, 2.57], [1.47, -0.10, 1.15], [2.74, -0.48, 0.60], [0.40, 0.09, 0.29], [0.00, -1.26, -0.93], [-1.31, -1.87, -0.82], [-2.09, -1.62, -1.92], [-1.25, -1.02, -2.88], [-0.01, -0.88, -2.34], [-0.41, 1.29, 0.20], [-0.19, 2.47, 0.88], [-1.77, 1.16, -0.20], [0.64, -0.95, 2.82], [2.26, -0.19, 3.01], [0.80, 0.81, 2.94], [3.53, 0.14, 1.09], [2.98, -1.48, 0.94], [2.45, -0.47, -0.47], [0.81, -1.95, -0.71], [-1.73, -2.28, 0.09], [-3.14, -1.79, -2.02], [-1.58, -0.78, -3.89], [0.82, -0.34, -2.79], [0.00, 3.36, 0.22], [-1.10, 2.61, 1.45], [0.62, 2.37, 1.62], [-1.72, 0.39, -0.89], [-2.42, 0.74, 0.60], [-2.07, 2.16, -0.61]],
  "lowdin_charge": [-0.05, -0.16, -0.05, -0.35, -0.21, -0.12, -0.11, -0.11, -0.10, -0.13, -0.12, -0.07, 0.07, 0.09, 0.09, 0.11, 0.08, 0.09, 0.12, 0.10, 0.09, 0.10, 0.10, 0.11, 0.09, 0.08, 0.01, 0.12, 0.12]
}



{
  "formula": "C56H47FKN6O5S2Se",
  "method": "ωB97M-V/def2-TZVPD",
  "charge": 1,
  "elements": ["K", "F", "C", "C", "C", "C", "O", "C", "C", "N", "C", "C", "C", "C", "C", "C", "N", "C", "C", "N", "C", "C", "C", "O", "O", "H", "H", "H", "H", "H", "H", "H", "H", "H", "H", "H", "H", "H", "H", "H", "H", "H", "H", "C", "C", "C", "C", "C", "C", "C", "S", "O", "C", "C", "C", "C", "C", "C", "C", "C", "C", "C", "C", "C", "C", "C", "C", "C", "C", "C", "C", "C", "S", "O", "C", "C", "C", "C", "C", "C", "C", "H", "H", "H", "H", "H", "H", "H", "H", "H", "H", "H", "H", "H", "H", "H", "H", "H", "H", "H", "H", "H", "H", "H", "H", "H", "H", "Se", "N", "C", "C", "C", "C", "N", "C", "N", "H", "H", "H"],
  "positions_angstrom": [[-21.57, -3.70, -14.37], [-23.05, 2.30, -18.61], [-23.09, 1.00, -19.02], [-22.75, 0.04, -18.09], [-22.36, -1.22, -18.58], [-21.92, -2.18, -17.55], [-21.91, -1.97, -16.28], [-21.53, -3.46, -18.19], [-21.51, -3.71, -19.58], [-21.69, -2.69, -20.48], [-21.27, -2.77, -21.82], [-22.05, -3.67, -22.71], [-20.65, -3.94, -22.37], [-22.16, -1.46, -19.95], [-22.56, -0.50, -20.84], [-23.20, 0.71, -20.46], [-23.85, 1.41, -21.44], [-24.75, 2.44, -21.10], [-24.55, 3.84, -21.80], [-23.82, 3.59, -23.14], [-24.11, 2.27, -23.75], [-23.50, 1.16, -22.86], [-21.10, -4.77, -17.47], [-20.59, -4.78, -16.34], [-21.29, -5.78, -18.20], [-22.74, 0.22, -17.04], [-21.59, -4.73, -20.00], [-21.01, -1.81, -22.38], [-22.27, -3.09, -23.59], [-22.86, -4.33, -22.38], [-19.91, -3.67, -23.14], [-20.39, -4.76, -21.65], [-22.47, -0.73, -21.83], [-24.76, 2.53, -20.06], [-25.70, 2.13, -21.37], [-23.99, 4.58, -21.20], [-25.56, 4.26, -21.99], [-22.84, 3.67, -22.87], [-24.09, 4.36, -23.76], [-23.73, 2.28, -24.81], [-25.20, 2.26, -23.90], [-22.39, 1.10, -22.96], [-24.01, 0.19, -23.23], [-22.77, -9.04, -13.31], [-21.36, -8.42, -13.23], [-20.22, -8.81, -14.07], [-18.98, -8.34, -13.68], [-18.90, -7.23, -12.86], [-19.90, -6.78, -12.09], [-21.14, -7.44, -12.18], [-17.22, -6.53, -12.83], [-16.21, -7.55, -12.49], [-17.12, -5.37, -11.49], [-17.51, -5.87, -10.27], [-17.33, -5.12, -9.13], [-16.35, -4.06, -9.12], [-16.13, -3.41, -7.91], [-15.29, -2.32, -7.87], [-14.77, -1.76, -9.09], [-15.03, -2.36, -10.34], [-15.87, -3.54, -10.38], [-16.27, -4.22, -11.55], [-15.71, -3.88, -12.92], [-14.41, -4.35, -13.19], [-13.45, -4.77, -12.17], [-12.26, -5.31, -12.57], [-11.87, -5.39, -13.94], [-12.72, -5.02, -14.90], [-13.94, -4.49, -14.56], [-14.75, -4.07, -15.63], [-15.97, -3.51, -15.31], [-16.49, -3.50, -13.99], [-18.25, -2.89, -13.77], [-19.12, -3.92, -13.05], [-18.05, -1.63, -12.49], [-17.25, -0.53, -12.71], [-17.38, 0.62, -11.90], [-18.22, 0.61, -10.77], [-18.65, 1.83, -10.01], [-18.73, -0.67, -10.40], [-18.71, -1.74, -11.26], [-22.86, -10.11, -13.13], [-23.27, -8.80, -14.25], [-23.45, -8.64, -12.47], [-20.37, -9.50, -14.93], [-18.07, -8.85, -14.05], [-19.81, -5.85, -11.52], [-21.94, -7.09, -11.54], [-18.01, -6.81, -10.10], [-17.75, -5.57, -8.19], [-16.67, -3.68, -6.95], [-14.94, -1.83, -6.96], [-14.43, -0.77, -9.04], [-14.52, -1.99, -11.26], [-13.72, -4.78, -11.13], [-11.52, -5.79, -11.88], [-10.85, -5.67, -14.17], [-12.49, -5.26, -15.98], [-14.29, -4.10, -16.63], [-16.59, -3.05, -16.10], [-16.57, -0.45, -13.53], [-16.88, 1.55, -12.32], [-19.19, 2.54, -10.71], [-17.84, 2.36, -9.45], [-19.42, 1.60, -9.32], [-19.25, -0.72, -9.45], [-19.13, -2.66, -10.92], [-25.22, -1.13, -14.86], [-26.28, -2.02, -16.11], [-25.84, -3.28, -16.10], [-26.34, -4.30, -17.00], [-25.72, -5.52, -16.89], [-24.49, -5.70, -16.15], [-23.94, -4.85, -15.31], [-24.54, -3.59, -15.37], [-24.25, -2.68, -14.41], [-27.06, -4.04, -17.78], [-26.10, -6.29, -17.52], [-23.97, -6.68, -16.22]],
  "lowdin_charge": [0.79, 0.04, -0.17, 0.08, -0.06, -0.27, -0.12, 0.02, 0.05, 0.00, -0.33, -0.09, -0.10, -0.10, 0.03, -0.12, -0.09, -0.12, -0.02, 0.05, -0.10, -0.10, -0.68, -0.12, -0.07, 0.12, 0.14, 0.17, 0.09, 0.12, 0.12, 0.13, 0.05, 0.11, 0.11, 0.14, 0.14, 0.18, 0.18, 0.16, 0.14, 0.14, 0.16, -0.06, -0.20, 0.00, -0.09, -0.37, -0.11, -0.03, 0.99, -0.47, -0.29, -0.10, 0.00, -0.15, -0.06, -0.08, -0.06, 0.00, -0.13, -0.12, -0.16, -0.06, 0.01, -0.06, -0.08, -0.08, -0.17, -0.01, -0.06, -0.29, 1.06, -0.59, -0.37, -0.09, -0.03, -0.26, -0.06, -0.03, -0.07, 0.06, 0.06, 0.09, 0.12, 0.12, 0.11, 0.10, 0.12, 0.13, 0.14, 0.10, 0.08, 0.13, 0.11, 0.12, 0.11, 0.14, 0.12, 0.11, 0.11, 0.13, 0.10, 0.09, 0.05, 0.11, 0.11, 1.06, -0.22, -0.38, 0.00, -0.03, -0.09, 0.08, -0.43, -0.24, 0.12, 0.10, 0.13]
}



In order of appearance, DFT total energy = -443088.2715; -13263.7070; -184059.0311 eV.
In order of appearance, energy above the lowest of the compared OMol25 structures with the same formula, charge and spin = 0.0; 12.1; 546.5 kJ/mol.